[1]
Molecular formula: C4H5N3
Method: DFT, ωB97M-V/def2-TZVPD

Summary:
HOMO energy = -8.60 eV
Structure (SMILES) = Nc1cncnc1
ΔE to the lowest compared entry with this formula, charge and spin = 0.6113 eV
Maximum force = 0.45 eV/Å
Frontier orbital gap = 9.47 eV
LUMO level = 0.87 eV

Positions of all 12 atoms, in Å:
N: -1.9976 0.0870 0.1204
C: -0.6284 -0.0128 0.0179
C: 0.1491 1.1516 -0.0460
N: 1.4741 1.1326 -0.0636
C: 2.0645 -0.0598 -0.0244
N: 1.4408 -1.2391 -0.0069
C: 0.1064 -1.2175 0.0096
H: -2.4420 0.9814 -0.0094
H: -2.6021 -0.7153 0.0796
H: -0.3227 2.1384 -0.0809
H: 3.1554 -0.0561 -0.0103
H: -0.3978 -2.1904 0.0139

***

[2]
Molecular formula: C4H5N3
Method: DFT, ωB97M-V/def2-TZVPD

Summary:
HOMO energy = -9.99 eV
Structure (SMILES) = [H]/N=C1/C=NC(C)=N1
ΔE to the lowest compared entry with this formula, charge and spin = 4.0308 eV
Maximum force = 7.63 eV/Å
Frontier orbital gap = 8.69 eV
LUMO level = -1.31 eV

Positions of all 12 atoms, in Å:
H: -2.5617 -1.6027 0.3499
N: -2.7627 -0.5164 0.1920
C: -1.5490 -0.0586 -0.3525
C: -1.0257 1.5086 -0.1606
N: 0.2664 1.3967 -0.0029
C: 0.6163 0.0507 -0.1174
C: 1.9293 -0.3562 0.0818
N: -0.3273 -0.8540 -0.3373
H: -1.7422 2.2662 0.0495
H: 2.0605 -1.4704 0.4418
H: 2.6311 -0.6765 -0.9728
H: 2.4651 0.3126 0.8284

***

[3]
Molecular formula: C4H5N3
Method: DFT, ωB97M-V/def2-TZVPD

Summary:
HOMO energy (spin up / spin down) = -5.50 / -10.34 eV
Multiplicity = 3
ΔE to the lowest compared entry with this formula, charge and spin = 4.0350 eV
Maximum force = 4.01 eV/Å
Frontier orbital gap (spin up / spin down) = 5.98 / 7.55 eV
LUMO level (spin up / spin down) = 0.48 / -2.79 eV

Positions of all 12 atoms, in Å:
C: -2.3554 0.3208 -1.0289
C: 2.4419 -0.0755 0.5736
C: 1.3381 0.6211 0.3988
C: -0.4733 -0.3328 -0.0083
N: -3.2551 -0.2154 -1.4597
N: -0.5504 -1.5488 0.0137
N: -1.2372 0.7123 -0.4602
H: 3.5152 0.3397 0.8321
H: 2.3848 -1.0889 0.4427
H: 0.9699 1.6145 0.8312
H: -1.5515 -1.9833 -0.1458
H: -1.2270 1.6364 0.0108

***

[4]
Molecular formula: C4H5N3O
Method: DFT, ωB97M-V/def2-TZVPD

Summary:
HOMO energy = -9.51 eV
Structure (SMILES) = O=C1NN=C[C@@H]2N[C@@H]12
ΔE to the lowest compared entry with this formula, charge and spin = 6.7056 eV
Maximum force = 7.86 eV/Å
Frontier orbital gap = 9.99 eV
LUMO level = 0.48 eV

Positions of all 13 atoms, in Å:
O: -2.5678 0.2851 0.0061
C: -1.3392 0.1583 -0.0909
N: -0.8447 -1.2331 -0.2811
N: 0.3410 -1.7514 0.0622
C: 1.3197 -0.9382 0.1970
C: 0.8567 0.3638 -0.2564
N: 0.8014 1.9005 -0.3526
C: -0.3672 1.0275 0.2780
H: -1.6246 -1.7669 -0.3974
H: 2.3368 -1.3947 0.2513
H: 0.5264 -0.0758 -1.3223
H: 0.9172 2.4919 0.5725
H: -0.3557 0.9329 1.3337

***

[5]
Molecular formula: C4H5N3O
Method: DFT, ωB97M-V/def2-TZVPD

Summary:
HOMO energy (spin up / spin down) = -10.17 / -9.18 eV
ΔE to the lowest compared entry with this formula, charge and spin = 6.5373 eV
Maximum force = 4.19 eV/Å
Frontier orbital gap (spin up / spin down) = 9.61 / 6.97 eV
LUMO level (spin up / spin down) = -0.56 / -2.21 eV

Positions of all 13 atoms, in Å:
C: 2.5437 -0.9285 -0.0447
C: 0.7198 -0.0098 0.0953
C: -2.3205 -0.6249 -0.0344
C: -2.2915 0.6800 0.2923
N: 1.2012 -1.2112 0.0963
N: 2.8734 0.3047 -0.0411
N: 1.6416 0.9791 0.0793
O: -1.2578 1.3962 0.4259
H: 3.3297 -1.6723 -0.1201
H: -3.1739 -1.1655 -0.3929
H: -1.3701 -0.9750 -0.3856
H: -3.2682 1.2251 0.1313
H: 1.3727 2.0021 -0.1016

***

[6]
Molecular formula: C4H5N3O
Method: DFT, ωB97M-V/def2-TZVPD

Summary:
HOMO energy = -8.95 eV
Structure (SMILES) = CC1=NN=C(N)C1=O
ΔE to the lowest compared entry with this formula, charge and spin = 2.3556 eV
Maximum force = 2.37 eV/Å
Frontier orbital gap = 7.64 eV
LUMO level = -1.31 eV

Positions of all 13 atoms, in Å:
C: 2.3361 0.0977 0.0020
C: 0.9193 -0.3232 0.0078
N: 0.4772 -1.5501 -0.0173
N: -0.9501 -1.5879 0.0000
C: -1.4022 -0.3496 -0.0092
N: -2.6656 0.0668 0.0409
C: -0.2423 0.6393 0.0109
O: -0.3261 1.8612 -0.0195
H: 2.9906 -0.7836 0.0208
H: 2.5725 0.6807 0.9190
H: 2.5239 0.7537 -0.8532
H: -2.8138 1.0671 0.0032
H: -3.4195 -0.5722 -0.1053

***

[7]
Molecular formula: C4H5N3O
Method: DFT, ωB97M-V/def2-TZVPD

Summary:
HOMO energy = -9.23 eV
ΔE to the lowest compared entry with this formula, charge and spin = 11.9736 eV
Maximum force = 7.61 eV/Å
Frontier orbital gap = 8.08 eV
LUMO level = -1.14 eV

Positions of all 13 atoms, in Å:
C: -0.6788 0.6410 0.7091
C: -1.2580 1.9190 0.7915
C: -1.0017 -0.7397 1.3001
C: 0.4316 -0.9566 -0.5048
H: 1.9503 1.9832 0.0893
H: 1.8759 0.0392 -2.1105
H: -0.5145 2.7772 0.3244
H: -1.8889 1.9722 1.5942
H: -1.8076 -1.3395 1.9659
N: 0.9256 1.3605 -0.9037
N: 0.6361 0.2811 0.0809
N: -0.2871 -1.5897 0.6056
O: 0.8129 -1.3722 -1.7647

***

[8]
Molecular formula: C4H5N3O
Method: DFT, ωB97M-V/def2-TZVPD

Summary:
HOMO energy (spin up / spin down) = -8.34 / -9.59 eV
ΔE to the lowest compared entry with this formula, charge and spin = 7.2934 eV
Maximum force = 4.36 eV/Å
Frontier orbital gap (spin up / spin down) = 8.16 / 9.22 eV
LUMO level (spin up / spin down) = -0.19 / -0.37 eV

Positions of all 13 atoms, in Å:
C: -0.8702 -0.0642 -0.0851
C: -1.3887 0.9911 0.5021
C: 0.5061 -0.6617 -0.0810
C: 0.6715 -1.5060 -1.2824
N: -0.5592 1.8710 1.2332
N: 1.3217 -0.4049 0.8551
N: 0.5662 1.7141 1.5446
O: 1.5688 2.2862 1.8561
H: -1.5584 -0.6389 -0.6332
H: -2.3143 1.4442 0.6006
H: 1.7471 -1.8966 -1.2711
H: -0.0473 -2.2673 -1.2112
H: 0.3567 -0.8669 -2.0277

***

[9]
Molecular formula: C4H5N3O
Method: DFT, ωB97M-V/def2-TZVPD

Summary:
HOMO energy = -9.49 eV
Structure (SMILES) = CN/N=C\C(=O)C#N
ΔE to the lowest compared entry with this formula, charge and spin = 7.3638 eV
Maximum force = 8.90 eV/Å
Frontier orbital gap = 8.33 eV
LUMO level = -1.16 eV

Positions of all 13 atoms, in Å:
C: -0.7564 -0.0779 1.4098
N: 0.5040 -0.5657 1.5391
N: 1.3344 -0.6113 0.5110
C: 1.1682 -0.2225 -0.7862
C: 0.2638 0.6068 -1.4471
O: 0.5390 1.3574 -2.4392
C: -1.0773 0.1395 -1.6525
N: -2.1039 -0.1680 -2.2456
H: -0.6743 0.6996 2.4297
H: -1.7645 -0.7237 1.1356
H: -0.6839 0.8983 0.5360
H: 1.1924 -1.0202 2.3565
H: 2.0584 -0.3122 -1.3471

***

[10]
Molecular formula: C4H5N3O
Method: DFT, ωB97M-V/def2-TZVPD

Summary:
HOMO energy (spin up / spin down) = -8.05 / -8.85 eV
ΔE to the lowest compared entry with this formula, charge and spin = 5.5602 eV
Maximum force = 4.38 eV/Å
Frontier orbital gap (spin up / spin down) = 7.84 / 8.60 eV
LUMO level (spin up / spin down) = -0.21 / -0.25 eV

Positions of all 13 atoms, in Å:
C: 2.0799 0.5620 -0.7340
C: 2.1291 0.1462 0.5513
C: 0.2558 -0.3696 -0.3205
C: -1.1035 -0.8024 -0.4246
N: 0.9013 0.2019 -1.2667
N: -1.7498 -1.5646 -1.0662
N: -2.1407 0.5210 1.1987
O: 0.8829 -0.2451 0.8444
H: 2.8725 1.0527 -1.2427
H: 2.8307 0.0044 1.2508
H: -2.7311 -1.7734 -0.8289
H: -2.8449 1.1433 0.7721
H: -1.3821 1.1235 1.2664

***

[11]
Molecular formula: C4H5N3O
Method: DFT, ωB97M-V/def2-TZVPD

Summary:
HOMO energy = -9.58 eV
ΔE to the lowest compared entry with this formula, charge and spin = 8.1303 eV
Maximum force = 6.26 eV/Å
Frontier orbital gap = 9.62 eV
LUMO level = 0.04 eV

Positions of all 13 atoms, in Å:
C: 1.9881 -1.1791 0.5633
C: -0.8096 0.9705 0.0369
C: -1.7016 -0.1189 -0.4747
C: 0.0148 1.5950 -1.1752
H: 3.1364 -1.1811 0.0418
H: 1.1688 -2.1884 1.4855
H: -0.2493 -0.7988 1.4039
H: -1.3149 1.7612 0.5788
H: -2.5212 -0.0298 -1.3321
N: 1.5557 -0.0095 0.1511
N: 0.2374 0.2717 0.9204
N: 0.0858 2.1192 -2.2119
O: -1.5905 -1.2119 0.0122

***

[12]
Molecular formula: C4H5N3O2
Method: DFT, ωB97M-V/def2-TZVPD

Summary:
HOMO energy = -10.54 eV
Structure (SMILES) = [H]/N=C(/O)c1nc(C)no1
ΔE to the lowest compared entry with this formula, charge and spin = 2.8876 eV
Maximum force = 2.18 eV/Å
Frontier orbital gap = 10.55 eV
LUMO level = 0.01 eV

Positions of all 14 atoms, in Å:
H: 2.0779 -1.8383 -0.0665
N: 2.7654 -1.0863 -0.0397
C: 2.2150 0.0381 0.1544
O: 2.9023 1.1730 0.0931
C: 0.7465 0.2716 0.1021
N: -0.1891 -0.6212 0.0762
C: -1.3322 0.1413 0.0639
C: -2.7037 -0.4241 0.0572
N: -1.0848 1.4256 0.0560
O: 0.2869 1.5120 0.0597
H: 3.4516 1.1360 -0.7241
H: -2.8508 -1.0464 0.9495
H: -3.4478 0.3788 0.0457
H: -2.8371 -1.0601 -0.8276